Entry from the Open Molecules 2025 dataset: a cluster of 2 separate species, C2H3I in total at a distorted geometry (ωB97M-V/def2-TZVPD).

Each line ends with the Mulliken charge.
Element x y z (Å)
1 C 0.56591 0.61432 -0.03049  -0.3416
2 C -0.38287 -0.27399 -0.03512  -0.3008
3 I -2.52613 -0.14901 -0.01242  0.0819
4 H 1.65495 0.23576 -0.02660  0.1964
5 H 0.24349 1.59270 0.07860  0.3065
6 H 0.44465 -2.01980 0.02602  0.0576

## Properties
- orbital gap (spin up / spin down) (eV) = 7.94 / 7.16
- spin multiplicity = 3
- HOMO energy (spin up / spin down) (eV) = -7.57 / -9.61
- relative energy (zero: lowest compared OMol25 entry of this formula, charge and spin) (kcal per mole) = 29.2



Entry from the Open Molecules 2025 dataset: a cluster of 3 separate species, C23H42NO5S2 in total at a distorted geometry (ωB97M-V/def2-TZVPD).

Each line ends with the Mulliken charge.
Element x y z (Å)
1 C -2.08699 0.28307 -6.97160  -0.0503
2 C -1.81349 -0.26967 -5.93783  -0.8331
3 C -1.32821 -0.57905 -4.58889  -0.8515
4 C 0.14127 -1.12559 -4.57433  3.0432
5 C 0.18608 -2.21934 -5.68685  -1.7603
6 C 1.26437 -3.30858 -5.53018  -0.5212
7 C 2.60406 -2.89337 -6.20167  -1.2487
8 C 1.05020 0.06674 -5.02178  -2.1875
9 C 1.77096 0.74542 -3.84261  2.1635
10 C 0.85621 1.62060 -2.97893  -2.0490
11 C 2.81365 1.72804 -4.48623  -1.6972
12 N 2.56300 -0.26157 -3.09383  0.6073
13 O 3.47694 -0.72838 -3.87724  -0.6045
14 C 1.75625 -1.30281 -2.44526  2.1581
15 C 2.54408 -2.62611 -2.26514  -1.9832
16 C 1.42770 -0.86648 -0.99146  -2.1691
17 C 0.38674 -1.63865 -3.13105  -3.1319
18 H -2.19986 0.71425 -7.92869  0.4456
19 H -1.48233 0.23454 -3.88376  0.3661
20 H -1.94326 -1.41442 -4.22598  0.5551
21 H -0.80268 -2.68704 -5.74871  0.5165
22 H 0.33548 -1.69731 -6.63189  0.5784
23 H 1.38914 -3.66122 -4.51011  0.4389
24 H 0.90657 -4.16704 -6.10481  0.5528
25 H 3.40716 -2.67864 -5.49899  0.2003
26 H 2.94645 -3.73788 -6.80793  0.4137
27 H 2.45263 -2.08369 -6.91183  0.3011
28 H 1.76731 -0.28991 -5.75752  0.2729
29 H 0.47754 0.85637 -5.51457  0.4375
30 H -0.05175 1.13347 -2.62442  0.2388
31 H 0.61383 2.56335 -3.46012  0.4988
32 H 1.42857 1.89591 -2.08552  0.4369
33 H 2.36826 2.72334 -4.52912  0.4562
34 H 3.71828 1.78979 -3.88777  0.4068
35 H 3.01682 1.40923 -5.50444  0.3439
36 H 3.31121 -2.43523 -1.51239  0.5005
37 H 2.96408 -2.99716 -3.19278  0.2882
38 H 1.83920 -3.33164 -1.82968  0.4838
39 H 1.10927 -1.71542 -0.38971  0.5289
40 H 0.61942 -0.13698 -0.96991  0.2629
41 H 2.33823 -0.43546 -0.56605  0.4553
42 H -0.39896 -1.20134 -2.50895  0.5409
43 H 0.20724 -2.71087 -3.08492  0.5766
44 C 0.48780 0.58052 4.17170  -0.7959
45 C -0.42491 -0.46881 4.81788  -0.4965
46 C -1.59195 -0.71636 3.85811  -0.6533
47 S -0.96726 -0.37048 2.21123  1.2477
48 O -1.65898 0.77979 1.68469  -0.6871
49 O -0.86596 -1.60183 1.46719  -0.6775
50 C 0.67011 0.13890 2.72298  -0.6391
51 H 1.44406 0.65908 4.68819  0.3764
52 H 0.00438 1.56013 4.20460  0.3211
53 H 0.13554 -1.39565 4.96470  0.3249
54 H -0.78481 -0.14627 5.79073  0.1974
55 H -1.94044 -1.74527 3.89767  0.3986
56 H -2.42001 -0.03704 4.05255  0.3174
57 H 1.02869 0.93117 2.06911  0.4542
58 H 1.32452 -0.73005 2.65388  0.3629
59 C -1.74209 3.17944 8.77177  -0.5437
60 C -2.97294 3.96258 8.29780  -0.6138
61 C -3.74735 3.05892 7.33022  -0.6387
62 S -3.38862 1.37047 7.82650  0.9937
63 O -2.64836 0.72625 6.76744  -0.5208
64 O -4.56856 0.77408 8.39214  -0.6841
65 C -2.25051 1.78943 9.14128  -0.7028
66 H -1.25489 3.66345 9.61705  0.3471
67 H -1.01514 3.10717 7.95920  0.2685
68 H -3.60158 4.20662 9.15666  0.2993
69 H -2.69476 4.90080 7.81971  0.3300
70 H -4.82021 3.22445 7.38717  0.3343
71 H -3.40724 3.18463 6.30364  0.3669
72 H -1.46342 1.04076 9.19702  0.3843
73 H -2.81581 1.80988 10.07259  0.3467

## Properties
- orbital gap (spin up / spin down) (eV) = 8.75 / 9.72
- spin multiplicity = 2
- HOMO energy (spin up / spin down) (eV) = -8.35 / -9.33



Entry from the Open Molecules 2025 dataset: the ion C3H6IN2S with charge +1 at a distorted geometry (ωB97M-V/def2-TZVPD).

Each line ends with the Mulliken charge.
Element x y z (Å)
1 C 1.81654 0.57842 -0.07535  -1.3427
2 C 0.64291 0.05978 0.59692  0.1538
3 N -0.49863 0.83285 0.46093  -0.4622
4 C -1.86783 -0.23397 0.03292  0.0528
5 I -3.70204 0.55108 -0.04257  0.4461
6 N -1.35653 -1.36435 -0.26913  -0.1036
7 S 0.38714 -1.53152 -0.39415  0.0312
8 H 1.67168 0.40117 -1.14711  0.4073
9 H 2.76184 0.06636 0.05158  0.3983
10 H 1.82355 1.66943 0.25629  0.3233
11 H 0.90867 -0.24100 1.57593  0.4356
12 H -0.51815 1.29460 -0.48306  0.3709
13 H -2.06915 -2.08285 -0.56320  0.2890

## Properties
- orbital gap (eV) = 8.88
- HOMO energy (eV) = -13.82
- structure (SMILES) = C[C@H]1[NH+]=C(I)NS1
- charge = +1
- relative energy (zero: lowest compared OMol25 entry of this formula, charge and spin) (kcal per mole) = 55.8



Entry from the Open Molecules 2025 dataset: the molecule C6H19N4P at a distorted geometry (ωB97M-V/def2-TZVPD).

Each line ends with the Mulliken charge.
Element x y z (Å)
1 C 0.61948 -0.81034 2.40716  -0.7874
2 N -0.19908 -1.20909 1.31740  -0.5706
3 P -0.26064 -0.24023 0.02248  0.4674
4 N -1.36681 -1.01566 -0.93508  -0.1930
5 C -1.45126 -2.51808 -0.99882  -0.8920
6 N 1.17736 0.11490 -0.88870  0.2939
7 C 1.00649 0.46888 -2.24229  -1.2573
8 C 2.37131 -0.56691 -0.38570  -0.7450
9 N -0.91674 1.38582 0.11438  -0.1181
10 C -1.99695 1.38372 1.09055  -1.0850
11 C 0.11920 2.48043 0.35497  -0.9794
12 H 1.76199 -1.13867 2.36763  0.1620
13 H 0.17629 -1.23264 3.26260  0.3172
14 H 0.79318 0.33018 2.54619  0.1640
15 H -2.14379 -0.40133 -1.26343  0.3141
16 H -0.54055 -2.91174 -0.52751  0.2708
17 H -2.31143 -2.90836 -0.53223  0.3009
18 H -1.46932 -2.76637 -2.03221  0.3322
19 H -0.01454 0.76942 -2.33560  0.3972
20 H 1.64131 1.31566 -2.47055  0.3432
21 H 1.04242 -0.26263 -2.97592  0.3907
22 H 2.15659 -0.90740 0.58656  0.0822
23 H 2.66913 -1.46465 -0.89463  0.3346
24 H 3.18757 0.06930 -0.54439  0.3140
25 H -2.57619 0.38420 1.01748  0.3377
26 H -1.55358 1.40279 2.06418  0.4316
27 H -2.78532 2.10260 0.81591  0.3467
28 H 0.04804 3.09203 -0.58640  0.2572
29 H -0.26747 3.01090 1.16440  0.4485
30 H 1.08331 2.04332 0.48156  0.3218

## Properties
- orbital gap (eV) = 8.77
- HOMO energy (eV) = -7.86
- structure (SMILES) = CN=P(NC)(N(C)C)N(C)C
- relative energy (zero: lowest compared OMol25 entry of this formula, charge and spin) (kcal per mole) = 0.0



Entry from the Open Molecules 2025 dataset: a cluster of 2 separate species, C21H25N3O4 in total at a distorted geometry (ωB97M-V/def2-TZVPD).

Each line ends with the Mulliken charge.
Element x y z (Å)
1 C 3.20188 3.54031 -1.83652  -1.0348
2 H 3.59721 3.82494 -2.77081  0.3532
3 O 3.00891 1.99974 -1.76211  -0.2284
4 C 4.34374 1.47289 -1.85473  -0.4991
5 H 4.89939 1.82390 -2.90323  0.2903
6 C 4.32149 0.04224 -1.97791  0.7095
7 O 4.95194 -0.45857 -2.82188  -0.5905
8 N 3.54235 -0.77374 -1.06831  0.2092
9 C 2.79588 -0.13830 -0.02020  -0.8909
10 H 3.00286 1.01433 0.16119  0.2014
11 C 1.38979 -0.29111 -0.18256  -0.2399
12 H 0.78477 0.16564 0.45073  1.0967
13 H 1.00209 0.45673 -1.40215  -0.0387
14 C 0.89476 -1.66359 -0.38977  -0.0435
15 C 1.76789 -2.35980 -1.60864  -1.3483
16 C 3.36384 -1.98656 -1.08489  -1.0120
17 H 3.86881 -2.33666 -1.94636  0.4837
18 H 3.51657 -2.49477 -0.16304  0.4775
19 H 1.48630 -3.47509 -1.49375  0.3909
20 H 1.69020 -1.80356 -2.38552  0.7414
21 H -0.14260 -1.74502 -0.91477  0.1078
22 O 1.20332 -2.32654 0.85217  -0.4006
23 C 0.14274 -2.29224 1.82263  0.7046
24 C -0.94052 -1.40168 1.77580  0.2333
25 C -1.97405 -1.73552 2.66243  0.7397
26 C -1.74029 -2.18890 3.92050  -1.3591
27 C -0.57377 -2.80357 3.83152  0.1452
28 C 0.34554 -3.12761 2.96203  -1.1063
29 H 1.34753 -3.48313 2.93044  0.4848
30 H -0.31980 -3.43838 4.86884  0.0515
31 H -2.34793 -2.22807 4.75068  0.5388
32 C -3.16967 -0.64152 2.54745  0.4152
33 O -3.55437 0.08017 3.64714  -0.7242
34 N -3.82092 -0.54982 1.37037  -0.0084
35 H -3.34977 -1.07479 0.66020  0.2929
36 C -4.70394 0.26897 1.23056  -0.8214
37 C -4.21219 1.12501 -0.14450  0.6003
38 N -2.90545 0.97855 -0.36532  -0.1149
39 C -2.40302 1.50722 -1.49795  -0.5131
40 C -2.82155 2.65699 -1.93439  -0.4657
41 C -4.23274 3.29707 -1.39941  -0.3877
42 C -4.55741 2.49511 -0.32426  -0.6960
43 H -5.61743 2.75586 -0.07512  0.2649
44 H -4.63734 4.15929 -1.94452  0.3956
45 H -2.40590 3.14539 -2.87616  0.2818
46 H -1.66424 1.18256 -1.90011  0.7062
47 H -5.75701 0.06433 0.71830  0.3218
48 H -5.07863 1.15192 1.93452  0.3581
49 H -1.31390 -1.00376 0.77819  -0.2007
50 H 3.10902 -0.61746 1.01045  0.1232
51 H 4.93248 1.66175 -0.91211  0.2676
52 H 2.17206 3.78855 -1.92454  0.2838
53 H 3.56108 3.78030 -1.00061  0.4534

## Properties
- orbital gap (eV) = 8.33
- HOMO energy (eV) = -8.31
- relative energy (zero: lowest compared OMol25 entry of this formula, charge and spin) (kcal per mole) = 447.9



Entry from the Open Molecules 2025 dataset: a structure of composition C3H10N2O2 at a distorted geometry (ωB97M-V/def2-TZVPD).

Each line ends with the Mulliken charge.
Element x y z (Å)
1 C -0.48702 0.36397 0.38736  0.4036
2 C -1.31624 -0.80485 -0.89178  -0.6637
3 C 0.39857 -0.52473 1.23126  -1.3115
4 N -0.08984 1.08254 -0.71298  -0.1728
5 N 1.09402 0.85138 -1.20466  -0.1158
6 O 0.16671 2.13730 1.30145  -0.8795
7 O -0.43930 -1.54752 -1.64979  -0.4698
8 H 0.96291 2.15320 1.85096  0.1760
9 H -0.04440 -2.23890 -1.10401  0.3388
10 H -1.40989 0.73252 0.80975  0.5044
11 H 1.79285 0.30480 -0.71065  0.1856
12 H 1.31122 1.32876 -2.06594  0.2297
13 H -1.85475 -1.38825 -0.14428  0.3981
14 H -1.97236 -0.21937 -1.52461  0.4096
15 H 0.06868 -0.45491 2.26538  0.2793
16 H 1.43701 -0.19457 1.23100  0.4134
17 H 0.38185 -1.58139 0.93154  0.2746

## Properties
- orbital gap (spin up / spin down) (eV) = 7.35 / 7.35
- HOMO energy (spin up / spin down) (eV) = -7.25 / -7.25
- relative energy (zero: lowest compared OMol25 entry of this formula, charge and spin) (kcal per mole) = 155.4



no.,molar mass (u)
1,153.950
2,476.725
3,229.066
4,178.220
5,383.448
6,106.125